(1)
17
Properties=species:S:1:pos:R:3:mulliken_charge:R:1 method="wB97M-V/def2-TZVPD" lumo_ev=-1.655 e_above_lowest_kj_mol=372.0 e_homo_ev=-8.908 fmax_ev_per_a=4.3
C 3.2608 -0.3731 1.0816 -0.66
S 2.6308 -0.8093 -0.6072 -0.24
H 2.5936 0.3243 1.6264 0.26
H 3.4183 -1.2861 1.5951 0.27
H 4.1966 0.1901 0.9994 0.28
C -1.0732 0.3927 -0.7325 -0.25
C -2.4188 0.0039 -0.1191 -0.57
S -2.8980 1.2628 1.0732 -0.27
N -0.3731 -0.7665 -1.2903 -0.54
H -0.4291 0.7626 0.1175 0.16
H -1.2300 1.2375 -1.4746 0.31
H -2.3529 -1.0190 0.4006 0.30
H -3.2122 -0.0123 -0.8957 0.31
H -3.9540 0.6235 1.6832 0.12
H 1.3884 0.9061 -0.4468 0.06
H -0.0804 -0.6491 -2.2450 0.31
H 0.5332 -0.7882 -0.7658 0.13

(2)
17
Properties=species:S:1:pos:R:3:mulliken_charge:R:1 method="wB97M-V/def2-TZVPD" lumo_ev=-0.004 e_above_lowest_kj_mol=137.6 smiles=CNC.CSS e_homo_ev=-8.732 fmax_ev_per_a=3.2
C -0.5132 2.0234 0.6380 -0.78
N 0.8383 1.6765 0.1554 -0.41
C 1.4560 0.8503 1.2631 -0.53
H -0.4476 2.9502 1.2363 0.29
H -1.0300 1.2310 1.3198 0.24
H -1.0709 2.2625 -0.3165 0.34
H 0.7873 1.1643 -0.6740 0.27
H 0.8613 -0.1191 1.2493 0.08
H 2.5506 0.6684 1.1023 0.25
H 1.2646 1.5172 2.1503 0.29
C -0.7328 -2.6728 -0.2656 -0.72
S 0.3153 -1.9575 -1.5352 -0.06
S -0.6227 -0.2768 -2.5477 -0.25
H -1.7207 -2.2545 -0.4516 0.28
H -0.6088 -3.8075 -0.2986 0.28
H -0.4758 -2.4583 0.7684 0.27
H -0.8508 -0.7974 -3.7935 0.16

(3)
17
Properties=species:S:1:pos:R:3:mulliken_charge:R:1 method="wB97M-V/def2-TZVPD" lumo_ev="0.024 / -1.309" e_above_lowest_kj_mol=318.7 e_homo_ev="-9.537 / -6.538" fmax_ev_per_a=3.2
C -0.8321 1.5889 0.1801 -0.88
C -1.8838 0.5682 -0.4324 -0.60
C 2.2009 -1.6032 0.0707 -0.78
N 1.2112 -0.6246 -0.1595 -0.04
Si 1.0835 1.0890 -0.2128 0.27
Si -1.7826 -0.9757 0.4695 0.13
H -1.0774 2.5956 -0.1438 0.37
H -1.0126 1.3433 1.2395 0.33
H -2.9404 0.9197 -0.2454 0.34
H -1.7655 0.5989 -1.4965 0.41
H 2.4796 -1.8437 -0.9578 0.29
H 3.0366 -1.4907 0.7031 0.32
H 1.6107 -2.3922 0.4811 0.28
H 1.1706 1.7079 -1.5012 -0.12
H 1.7542 2.0033 0.7490 -0.14
H -0.6330 -1.4159 1.2514 -0.07
H -2.6197 -2.0686 0.0051 -0.11